# 1
CH9N3 | ωB97M-V/def2-TZVPD

Its orbital gap is 10.22 eV. The structure (SMILES) is NCN.N. The calculation puts the relative energy (zero: lowest compared OMol25 entry of this formula, charge and spin) at 26.2 kcal/mol. Its multiplicity is 1.

```
13
Properties=species:S:1:pos:R:3:forces:R:3
N 0.757415 -1.248755 2.151812 -1.892 1.754 1.155
C 0.188321 -0.215977 1.141659 2.432 -1.921 0.978
N 1.150220 0.979261 0.899999 -2.853 -3.148 -0.940
H 1.410724 -1.800850 1.717183 2.325 -1.150 -1.560
H 0.108355 -2.000204 2.461043 -0.192 1.379 -0.335
H -0.712838 0.102607 1.624095 -0.596 0.441 -0.242
H 0.011434 -0.886319 0.281795 -0.168 1.378 -0.364
H 0.531055 1.748239 1.056951 0.800 0.873 0.516
H 1.998106 0.872211 1.410468 0.155 0.408 0.772
N -1.343400 0.536799 -2.910402 2.770 1.091 0.388
H -0.779916 1.367639 -3.196441 -1.123 -0.514 0.637
H -1.023312 -0.120319 -3.577041 0.142 -1.215 -0.614
H -2.296161 0.665671 -3.061120 -1.800 0.625 -0.392
```
Positions in Å, forces in eV/Å.


# 2
CH9N3O2 | ωB97M-V/def2-TZVPD

Its orbital gap is 8.82 eV. The calculation puts the relative energy (zero: lowest compared OMol25 entry of this formula, charge and spin) at 126.8 kcal/mol. Its multiplicity is 1.

```
15
Properties=species:S:1:pos:R:3:forces:R:3
C -0.929809 2.143650 0.949782 -0.035 0.154 0.168
O -0.765114 1.186474 -0.069219 0.877 0.001 -0.557
H -0.343426 -0.460024 0.124891 0.444 -0.580 -0.036
H -0.895748 3.162165 0.545222 -0.027 -0.080 0.077
H -1.909475 1.984802 1.410651 0.144 0.068 -0.021
H -0.153130 2.052074 1.721757 -0.116 0.041 -0.038
N 1.476223 -0.518994 -1.207553 0.411 0.410 -0.127
N 0.373001 -1.229955 0.002286 -0.538 0.407 0.133
N -0.187184 -2.435920 -0.466258 -0.070 -0.153 0.031
O 1.590278 0.730459 -0.903961 0.087 -0.488 -0.124
H 0.194396 1.258586 -0.468491 -1.005 -0.069 0.289
H 0.804534 -0.631300 -1.998734 -0.196 0.072 0.456
H 0.979854 -1.301919 0.821701 -0.106 -0.026 -0.228
H -0.796255 -2.855848 0.233946 0.194 0.082 -0.123
H 0.561855 -3.084249 -0.696018 -0.063 0.162 0.101
```
Positions in Å, forces in eV/Å.